{
  "formula": "C3H5NO2",
  "method": "wB97M-V/def2-TZVPD",
  "elements": ["O", "C", "N", "C", "C", "O", "H", "H", "H", "H", "H"],
  "xyz": [[-1.246669, 1.235777, -2.064332], [-0.855562, 0.557595, -1.133485], [0.173351, 1.068805, -0.285153], [0.776227, 0.005805, 0.426379], [-0.229388, -0.835511, 1.051357], [-1.216090, -0.651130, -0.758535], [0.786932, 1.689503, -0.794680], [0.980379, -0.874068, -0.230018], [1.730682, 0.212916, 0.918148], [-1.251397, -0.642660, 1.301093], [0.223861, -1.726821, 1.515708]],
  "forces_ev_per_a": [[-0.123, -0.735, 0.390], [0.170, 0.008, 0.138], [0.100, 0.030, -0.214], [0.024, -0.318, -0.145], [-0.480, 0.028, -0.589], [0.440, -0.025, 0.628], [-0.039, 0.030, 0.134], [0.929, 0.292, -0.617], [-0.406, 0.075, 0.373], [-0.030, 0.706, 0.689], [-0.584, -0.091, -0.787]],
  "e_above_lowest_kcal_mol": 75.2,
  "energy_ev": -8774.4353,
  "e_homo_ha": -0.35492
}

=====

{
  "formula": "C3H5NO2",
  "method": "wB97M-V/def2-TZVPD",
  "elements": ["N", "C", "O", "C", "C", "O", "H", "H", "H", "H", "H"],
  "xyz": [[0.585222, -1.417332, 0.707838], [0.690874, -0.074459, 0.893828], [1.197839, 0.414826, 1.883622], [0.178977, 0.824552, -0.214054], [-0.971619, 0.541528, -1.075671], [-1.080325, 1.420551, 0.035458], [0.134491, -1.830496, -0.089403], [0.879400, -2.014420, 1.466413], [0.941022, 1.517789, -0.567734], [-1.028687, 1.009946, -2.059620], [-1.527194, -0.392486, -0.980677]],
  "forces_ev_per_a": [[-0.048, -0.036, 0.091], [0.112, 0.028, 0.145], [-0.124, -0.124, -0.261], [0.224, 0.008, -0.025], [-0.081, -0.175, -0.193], [-0.174, 0.078, 0.009], [0.036, 0.136, 0.050], [-0.033, 0.070, -0.120], [-0.065, -0.070, 0.041], [0.035, -0.054, 0.221], [0.116, 0.140, 0.041]],
  "e_above_lowest_kcal_mol": 36.4,
  "energy_ev": -8776.1151,
  "e_homo_ha": -0.36691
}

=====

{
  "formula": "C3H5NO2",
  "method": "wB97M-V/def2-TZVPD",
  "elements": ["C", "N", "C", "O", "C", "O", "H", "H", "H", "H", "H"],
  "xyz": [[-1.099838, 1.389330, 0.067659], [0.182176, 0.748667, -0.221044], [0.286324, -0.599337, -0.133975], [-0.651811, -1.317900, 0.219187], [1.292084, -1.749975, -0.024675], [2.162547, -1.753251, 0.800616], [-1.752199, 0.642590, 0.522401], [-0.975686, 2.226257, 0.764641], [-1.562750, 1.744865, -0.858908], [0.948115, 1.332347, -0.509433], [1.171036, -2.663589, -0.626471]],
  "forces_ev_per_a": [[-0.074, -0.021, -0.052], [0.446, -0.700, -0.057], [-0.900, -1.157, 0.561], [-1.427, 0.496, 0.013], [2.267, 0.944, -0.622], [0.118, 0.245, 0.550], [0.108, 0.143, -0.077], [0.094, -0.202, -0.192], [0.039, -0.002, 0.178], [0.172, -0.274, 0.008], [-0.843, 0.528, -0.308]],
  "e_above_lowest_kcal_mol": 41.7,
  "energy_ev": -8775.8868,
  "e_homo_ha": -0.35162
}

=====

{
  "formula": "C3H5NO2",
  "method": "wB97M-V/def2-TZVPD",
  "elements": ["O", "C", "C", "O", "C", "N", "H", "H", "H", "H", "H"],
  "xyz": [[0.437122, 2.018647, -0.591901], [0.225295, 0.632771, -0.735837], [0.117520, -0.050567, 0.633728], [-1.283118, -0.861486, 1.400570], [0.332893, -1.443655, 0.658464], [0.700591, -2.521535, 0.449899], [0.457959, 2.427388, -1.469537], [-0.690600, 0.394751, -1.282898], [1.062900, 0.153423, -1.282948], [0.539498, 0.575703, 1.431881], [-1.900060, -1.325440, 0.788578]],
  "forces_ev_per_a": [[-0.151, -0.041, 0.027], [-0.593, -0.581, 0.164], [-1.520, -0.687, 0.598], [-0.539, 2.477, -0.322], [3.080, -1.257, -1.118], [-0.137, -0.103, 0.093], [-0.018, -0.177, 0.316], [-0.056, 0.091, -0.171], [-0.278, 0.029, 0.456], [-0.553, -0.490, -0.006], [0.765, 0.739, -0.038]],
  "e_above_lowest_kcal_mol": 99.3,
  "energy_ev": -8773.3867,
  "e_homo_ha": -0.35657
}